2 unconnected molecules or ions with the total composition C8H14N2OS in a non-equilibrium geometry, computed with wB97M-V/def2-TZVPD.

Element x y z (Å)
C1 -0.587 1.288 -1.504
C2 -0.980 -0.651 0.224
C3 -2.021 0.783 -1.356
C4 0.229 0.149 0.497
C5 -2.933 1.635 -0.504
C6 3.238 0.774 0.083
C7 -1.000 -3.027 0.916
C8 2.464 -0.065 1.199
N1 0.343 1.008 -0.715
N2 -1.865 -0.445 -0.635
O1 1.319 -0.686 0.720
S1 0.037 -3.667 -0.356
H1 -0.186 1.829 -2.374
H2 -2.434 0.640 -2.283
H3 -0.075 0.924 1.205
H4 -3.602 1.055 -0.007
H5 -3.511 2.446 -0.968
H6 -2.449 2.245 0.256
H7 2.946 1.925 0.239
H8 4.400 0.701 0.272
H9 2.981 0.367 -0.854
H10 -1.961 -3.320 0.876
H11 -0.525 -2.788 1.750
H12 2.045 0.477 2.078
H13 3.070 -0.814 1.505
H14 1.059 -2.783 -0.265

E: -24379.63623 eV

Formally, the Mulliken partial charges of the atoms, in units of the elementary charge, are as follows:
1. C -0.3598
2. C -0.1866
3. C 0.1377
4. C 0.3250
5. C -1.3816
6. C -0.9723
7. C -0.7237
8. C -0.4541
9. N -0.3580
10. N -0.4918
11. O -0.2575
12. S -0.1717
13. H 0.4170
14. H 0.4254
15. H 0.3220
16. H 0.4169
17. H 0.3819
18. H 0.3324
19. H 0.2296
20. H 0.3294
21. H 0.3237
22. H 0.4440
23. H 0.4186
24. H 0.3282
25. H 0.3993
26. H 0.1256